1) # C22H33N11

A 11-piece molecular cluster, C22H33N11 overall (ωB97M-V/def2-TZVPD, OMol25).

```
! RIJCOSX wB97M-V def2-TZVPD def2/J DEFGRID3
* xyz 0 1
C 2.30 -4.74 -2.55
C 1.24 -4.42 -3.51
N 0.40 -4.18 -4.27
H 3.11 -5.15 -3.16
H 1.99 -5.47 -1.81
H 2.44 -3.83 -1.98
C 1.03 5.68 -1.40
C 0.64 4.36 -1.83
N 0.30 3.26 -2.05
H 1.98 5.97 -1.85
H 1.17 5.76 -0.32
H 0.25 6.32 -1.81
C -0.90 -4.52 0.38
C -2.09 -5.25 -0.01
N -3.02 -5.86 -0.27
H -0.10 -5.03 -0.16
H -0.65 -4.54 1.44
H -0.91 -3.47 0.07
C -2.21 -2.79 -3.30
C -2.89 -3.89 -4.08
N -3.38 -4.70 -4.68
H -2.97 -2.30 -2.68
H -1.81 -2.04 -3.98
H -1.47 -3.13 -2.58
C 1.89 -0.36 -3.93
C 2.88 -1.35 -3.65
N 3.64 -2.18 -3.43
H 1.93 0.51 -3.28
H 0.92 -0.84 -3.77
H 1.86 -0.03 -4.97
C 3.21 -1.15 3.35
C 3.65 0.01 4.12
N 4.00 0.99 4.65
H 3.10 -2.01 4.02
H 3.95 -1.23 2.56
H 2.27 -0.88 2.87
C 4.05 3.68 -0.25
C 3.58 2.32 0.21
N 3.21 1.23 0.57
H 5.05 3.88 0.13
H 3.37 4.36 0.25
H 4.05 3.75 -1.34
C -2.37 1.30 4.16
C -2.50 2.65 4.65
N -2.56 3.72 5.12
H -3.31 0.82 3.91
H -1.92 0.66 4.92
H -1.68 1.28 3.31
C -4.01 -1.53 1.77
C -4.40 -0.14 1.55
N -4.72 0.93 1.38
H -4.92 -2.10 1.61
H -3.80 -1.57 2.84
H -3.16 -1.80 1.14
C 0.10 0.24 0.40
C 0.33 -0.79 -0.64
N 0.54 -1.64 -1.39
H 0.79 0.08 1.23
H -0.87 -0.05 0.81
H 0.12 1.24 -0.03
C -2.42 5.41 2.00
C -1.54 4.21 1.86
N -0.91 3.25 1.76
H -1.94 6.25 1.51
H -2.58 5.69 3.04
H -3.29 5.17 1.39
*
```

Summary:
**Molar mass**: 451.583 g mol⁻¹
**Gap between HOMO and LUMO**: 10.948 eV

---

2) # C22H33N11

A 11-piece molecular cluster, C22H33N11 overall (ωB97M-V/def2-TZVPD, OMol25).

```
! RIJCOSX wB97M-V def2-TZVPD def2/J DEFGRID3
* xyz 0 1
C -4.55 -0.19 1.27
C -3.22 0.32 1.68
N -2.11 0.68 1.96
H -5.26 0.59 1.55
H -4.87 -1.02 1.90
H -4.42 -0.38 0.20
C -1.52 -0.47 -5.78
C -0.98 -0.93 -4.51
N -0.50 -1.35 -3.51
H -1.37 -1.25 -6.53
H -1.00 0.41 -6.15
H -2.59 -0.23 -5.71
C 3.46 -2.31 4.60
C 4.14 -1.23 5.37
N 4.65 -0.37 5.91
H 2.67 -2.03 3.90
H 3.03 -2.92 5.40
H 4.23 -2.90 4.11
C -4.65 1.28 -3.29
C -3.42 1.38 -2.42
N -2.47 1.49 -1.75
H -4.57 0.58 -4.12
H -4.76 2.27 -3.73
H -5.60 1.12 -2.78
C -0.28 -3.21 3.51
C -0.29 -4.51 2.82
N -0.36 -5.52 2.30
H -1.31 -2.87 3.62
H 0.10 -2.54 2.73
H 0.37 -3.23 4.38
C -1.49 -3.19 -0.44
C -1.86 -4.48 -1.00
N -2.17 -5.52 -1.42
H -2.29 -2.48 -0.64
H -0.60 -2.66 -0.79
H -1.44 -3.25 0.65
C 0.32 0.35 -0.49
C 1.11 -0.35 0.49
N 1.77 -0.96 1.26
H 0.90 0.86 -1.26
H -0.37 1.09 -0.10
H -0.38 -0.33 -0.97
C 4.00 4.76 -2.40
C 3.25 3.80 -1.53
N 2.70 3.04 -0.88
H 4.27 4.12 -3.24
H 4.93 5.19 -2.04
H 3.37 5.59 -2.72
C 3.92 -3.52 1.29
C 4.95 -4.47 0.84
N 5.79 -5.18 0.54
H 3.15 -4.02 1.88
H 3.55 -2.99 0.41
H 4.40 -2.79 1.94
C 0.70 2.86 2.18
C -0.29 3.80 2.75
N -1.07 4.57 3.19
H 1.68 3.14 2.58
H 0.61 2.96 1.10
H 0.45 1.81 2.28
C -0.65 4.44 -1.51
C -1.87 4.86 -2.21
N -2.86 5.23 -2.76
H -0.94 4.32 -0.47
H 0.13 5.19 -1.51
H -0.21 3.52 -1.91
*
```

Summary:
**Molar mass**: 451.583 g mol⁻¹
**Gap between HOMO and LUMO**: 11.118 eV

---

Which structure is most stable? 1), by 0.0103 hartree over the runner-up.